Molecular formula: C30H78BrNO14PS
Method: DFT, ωB97M-V/def2-TZVPD

Element x y z (Å)
O  -0.848  0.247  5.603
C  -1.909  -0.534  5.385
O  -1.656  -1.900  4.817
C  -3.474  -0.177  5.725
C  -3.758  1.019  6.830
C  -5.340  1.381  7.127
N  -6.457  0.607  6.433
P  -8.148  1.063  6.882
S  -9.218  1.677  5.366
C  -6.268  -0.520  5.441
Br  -7.761  -1.574  4.574
C  -4.728  -0.983  5.000
H  -1.448  -2.444  5.655
H  -2.907  1.601  7.400
H  -5.549  2.247  7.891
H  -8.698  -0.128  7.538
H  -8.065  2.109  7.910
H  -4.599  -1.866  4.229
C  -4.871  6.368  9.447
C  -4.628  5.322  8.379
O  -5.179  4.078  8.784
H  -4.421  6.060  10.397
H  -4.448  7.332  9.152
H  -5.943  6.494  9.629
H  -3.555  5.184  8.216
H  -5.086  5.617  7.430
H  -6.133  4.210  8.918
C  2.549  -0.090  2.884
C  1.269  0.064  2.088
O  0.224  -0.676  2.701
H  2.837  -1.145  2.949
H  3.366  0.471  2.421
H  2.412  0.267  3.910
H  1.404  -0.314  1.070
H  0.968  1.114  2.029
H  0.107  -0.327  3.601
C  -0.485  -1.454  -1.522
C  0.486  -0.486  -2.165
O  -0.206  0.371  -3.061
H  -0.992  -2.054  -2.285
H  0.034  -2.126  -0.831
H  -1.263  -0.915  -0.972
H  1.249  -1.028  -2.732
H  0.988  0.126  -1.410
H  -0.875  0.854  -2.546
C  -13.730  0.139  4.910
C  -13.355  0.694  3.552
O  -12.518  1.831  3.706
H  -14.249  0.897  5.505
H  -14.379  -0.735  4.808
H  -12.836  -0.149  5.471
H  -14.250  1.001  3.003
H  -12.824  -0.054  2.955
H  -11.722  1.545  4.187
C  4.163  0.490  -3.940
C  4.526  0.452  -2.470
O  4.834  1.760  -2.012
H  4.990  0.899  -4.530
H  3.927  -0.512  -4.309
H  3.299  1.141  -4.109
H  5.403  -0.182  -2.308
H  3.699  0.056  -1.872
H  4.046  2.313  -2.152
C  8.189  2.420  -5.254
C  8.381  0.928  -5.085
O  7.611  0.227  -6.050
H  7.133  2.688  -5.144
H  8.774  2.975  -4.515
H  8.495  2.739  -6.256
H  8.054  0.610  -4.090
H  9.433  0.651  -5.207
H  7.915  0.510  -6.929
C  -6.212  -3.142  1.051
C  -7.492  -2.988  0.255
O  -8.537  -3.728  0.868
H  -5.925  -4.196  1.116
H  -5.395  -2.581  0.589
H  -6.349  -2.785  2.077
H  -7.357  -3.366  -0.763
H  -7.793  -1.938  0.196
H  -8.654  -3.379  1.768
C  7.774  -2.546  -0.639
C  6.379  -3.136  -0.656
O  6.007  -3.465  -1.986
H  7.819  -1.648  -1.264
H  8.073  -2.283  0.379
H  8.500  -3.256  -1.048
H  5.653  -2.415  -0.267
H  6.328  -4.041  -0.043
H  6.653  -4.112  -2.320
C  -6.592  -5.614  6.075
C  -6.216  -5.060  4.717
O  -5.379  -3.923  4.872
H  -7.110  -4.856  6.671
H  -7.241  -6.489  5.974
H  -5.697  -5.903  6.637
H  -7.111  -4.752  4.168
H  -5.685  -5.808  4.120
H  -4.583  -4.208  5.353
C  4.208  -0.869  -7.261
C  4.584  -0.314  -8.619
O  5.421  0.823  -8.465
H  3.690  -0.111  -6.666
H  3.559  -1.743  -7.363
H  5.103  -1.157  -6.700
H  3.689  -0.007  -9.168
H  5.115  -1.062  -9.216
H  6.217  0.537  -7.984
C  9.829  6.113  -1.731
C  9.993  4.632  -2.005
O  10.106  4.408  -3.403
H  8.940  6.502  -2.238
H  9.735  6.303  -0.658
H  10.686  6.675  -2.115
H  9.124  4.077  -1.640
H  10.887  4.238  -1.512
H  10.886  4.898  -3.716
C  5.789  -0.529  -12.706
C  5.981  -2.022  -12.536
O  5.211  -2.723  -13.501
H  4.733  -0.262  -12.595
H  6.374  0.026  -11.966
H  6.095  -0.211  -13.708
H  5.654  -2.340  -11.542
H  7.033  -2.299  -12.658
H  5.515  -2.440  -14.381

**M**: 819.89 g/mol
**2S+1**: 1
**Charge**: +1
**Frontier orbital gap**: 4.8 eV
**LUMO energy**: -0.2197 Ha
**Strongest force on any atom**: 9.00 eV Å⁻¹

Here are the Mulliken charges for atoms 1 to 2, given in e: number 1, O, carries -0.50; number 2, C, carries 0.38